(w)
ORCA calculation (ωB97M-V with the def2-TZVPD basis set) on C2H3Br2NO in the gas phase.

Values from the calculation:
frontier orbital gap	7.48	eV

Geometry as ORCA input:
```
! RIJCOSX wB97M-V def2-TZVPD def2/J DEFGRID3
* xyz 0 1
Br -1.9423 2.1508 0.1911
Br 0.7755 1.6913 1.9109
O -1.2005 -0.0622 -1.4175
N -0.4842 1.0696 0.2653
C 0.6059 -0.9828 -0.1446
C -0.4572 -0.0315 -0.5005
H 0.9822 -1.7404 -1.0316
H 0.2174 -1.6079 0.6692
H 1.5034 -0.4868 0.0576
*
```


(x)
ORCA calculation (ωB97M-V with the def2-TZVPD basis set) on a molecular structure, C2H3Br2NO.

Values from the calculation:
frontier orbital gap	8.67	eV

Geometry as ORCA input:
```
! RIJCOSX wB97M-V def2-TZVPD def2/J DEFGRID3
* xyz 0 1
Br 0.5528 -2.0873 -1.1416
Br -2.5128 -1.5173 -0.7244
O -1.4432 1.0800 0.2699
N -0.7245 -0.9663 -0.2089
C -0.5432 0.3362 0.1278
C 0.8855 0.6955 0.3657
H 1.4735 -0.2677 0.5451
H 1.2441 1.3937 -0.3854
H 1.0678 1.3333 1.1519
*
```


(x) is favored, and the nearest alternative lies 0.711 eV above it.


(w)
ORCA calculation (ωB97M-V with the def2-TZVPD basis set) on C2Cl3F in the gas phase.

Values from the calculation:
frontier orbital gap (alpha / beta)	8.47 / 7.54	eV

Geometry as ORCA input:
```
! RIJCOSX wB97M-V def2-TZVPD def2/J DEFGRID3
* xyz 0 1
Cl 0.6226 2.0421 -0.7090
Cl 1.9042 -1.1979 0.4620
Cl -0.9893 -1.7978 0.3534
F -1.5218 0.7545 -0.3513
C 0.3461 -0.7670 0.1031
C -0.3617 0.9660 0.1418
*
```


(x)
ORCA calculation (ωB97M-V with the def2-TZVPD basis set) on a molecular structure, C2Cl3F.

Values from the calculation:
frontier orbital gap	8.02	eV

Geometry as ORCA input:
```
! RIJCOSX wB97M-V def2-TZVPD def2/J DEFGRID3
* xyz 0 1
Cl -1.8079 -0.7161 -1.6511
Cl 0.9632 0.0016 -0.3037
Cl 2.1198 2.2853 0.6661
F -1.4294 -1.2317 0.7139
C -0.7811 -1.4241 -0.3274
C 0.9354 1.0850 0.9022
*
```


(w) is favored, and the nearest alternative lies 1.947 eV above it.


(w)
ORCA calculation (ωB97M-V with the def2-TZVPD basis set) on C8H12N2OS in the gas phase.

Values from the calculation:
frontier orbital gap	9.99	eV

Geometry as ORCA input:
```
! RIJCOSX wB97M-V def2-TZVPD def2/J DEFGRID3
* xyz 0 1
S 2.9692 1.5571 1.7668
O 2.1363 -0.9056 1.0781
N 1.6433 3.6333 -0.4086
N -0.4186 0.2247 3.1497
C -2.7289 -0.6047 -0.6126
C 1.5678 0.4147 1.2024
C -0.5133 0.7372 -0.5219
C 1.4782 2.4281 -0.4492
C 1.0687 0.8622 -0.2690
C -0.5546 -1.8695 -1.2764
C 0.4420 0.5434 2.3498
C -1.1273 -0.7302 -0.2921
H -0.6834 0.9864 -1.6467
H 2.0784 -1.4179 1.9166
H 1.6823 0.3011 -1.0750
H -3.1382 0.3160 -0.0318
H -0.9675 -2.8801 -0.8767
H -2.8909 -0.3918 -1.7365
H 3.9100 1.6557 0.7396
H -3.2925 -1.5536 -0.2554
H -1.0589 -1.1151 0.7865
H -1.0065 -1.6910 -2.3168
H 0.5918 -1.9704 -1.2759
H -1.1453 1.5226 0.0512
*
```


(x)
ORCA calculation (ωB97M-V with the def2-TZVPD basis set) on C8H12N2OS in the gas phase.

Values from the calculation:
frontier orbital gap	10.01	eV

Geometry as ORCA input:
```
! RIJCOSX wB97M-V def2-TZVPD def2/J DEFGRID3
* xyz 0 1
S -0.7793 -1.1846 0.2492
O -1.0113 -2.0525 -0.8859
N -1.3674 0.3752 -0.0072
N -1.2365 -1.5849 1.6494
C 2.8991 0.6292 1.0377
C -1.4458 0.6656 -1.4196
C 1.1466 -0.7760 0.2691
C -2.5748 0.6643 0.7361
C 3.7049 0.1590 0.0117
C 1.9310 -1.2632 -0.7508
C 3.2313 -0.7954 -0.8741
C 1.5996 0.1638 1.1667
H -2.4155 0.3189 1.7539
H 3.2741 1.3783 1.7190
H 0.9377 0.5280 1.9361
H 4.7047 0.5503 -0.1066
H -1.6496 1.7260 -1.5582
H -0.4899 0.4143 -1.8718
H -3.4503 0.1519 0.3184
H -2.2285 0.0757 -1.9120
H -1.3467 -2.5761 1.7597
H 3.8633 -1.1517 -1.6739
H 1.5177 -1.9814 -1.4426
H -2.7507 1.7393 0.7286
*
```


(x) is favored, and the nearest alternative lies 1.805 eV above it.


(w)
ORCA calculation (ωB97M-V with the def2-TZVPD basis set) on 2 unconnected molecules or ions with the total composition C9H14.

Values from the calculation:
frontier orbital gap (alpha / beta)	9.09 / 5.12	eV
expectation value of S²	0.768

Geometry as ORCA input:
```
! RIJCOSX wB97M-V def2-TZVPD def2/J DEFGRID3
* xyz 1 2
C -0.0349 0.0771 -3.6524
C -1.1478 1.0380 -3.9684
C -0.2312 -0.3721 1.5837
C 1.0798 -0.6007 1.1572
C 0.5903 0.2602 3.7671
C -1.4259 -0.5993 0.6020
C -0.3878 0.0729 2.9370
C 2.2322 -0.3211 2.0310
C 1.9182 0.0507 3.3917
H 3.2253 -0.7717 1.6195
H -2.1929 0.1652 0.6016
H 0.2895 0.3773 4.8829
H -1.8189 0.7578 -4.5892
H -0.2048 -0.9027 -4.2082
H -1.0986 -0.9407 -0.3332
H -1.3706 0.1359 3.1603
H -0.7802 2.0649 -4.0885
H 1.3348 -0.8976 0.0937
H 0.2514 -0.0613 -2.6368
H -1.8709 1.1351 -3.1272
H -2.0555 -1.2326 0.9894
H 0.8413 0.3488 -4.3461
H 2.8572 0.2161 4.1330
*
```


(x)
ORCA calculation (ωB97M-V with the def2-TZVPD basis set) on 2 unconnected molecules or ions with the total composition C9H14.

Values from the calculation:
frontier orbital gap (alpha / beta)	10.06 / 6.24	eV
expectation value of S²	0.768

Geometry as ORCA input:
```
! RIJCOSX wB97M-V def2-TZVPD def2/J DEFGRID3
* xyz 1 2
C 1.2465 -0.3467 1.4959
C -1.6409 -2.9301 -0.6683
C 1.0863 2.1920 0.3924
C -0.0108 0.1280 1.0585
C -0.0900 1.3746 0.5221
C 0.9537 3.5461 -0.1739
C 2.4228 0.4488 1.3735
C -2.4882 -2.8236 -1.9357
C 2.3377 1.7008 0.8430
H 1.3099 -1.3243 1.9526
H 1.9056 4.0247 -0.3722
H -2.3665 -1.8555 -2.4232
H 0.3745 4.1520 0.5334
H -0.5824 -2.9147 -0.9335
H -3.5469 -2.9252 -1.6955
H -2.2352 -3.6109 -2.6436
H -1.8466 -3.8458 -0.1165
H 0.3480 3.5011 -1.0814
H -1.0439 1.7576 0.1792
H 3.3607 0.0358 1.7227
H -1.8465 -2.0873 -0.0037
H -0.8952 -0.4788 1.1948
H 3.2477 2.2815 0.7792
*
```


(y)
ORCA calculation (ωB97M-V with the def2-TZVPD basis set) on 2 unconnected molecules or ions with the total composition C9H14.

Values from the calculation:
frontier orbital gap (alpha / beta)	10.31 / 6.61	eV
expectation value of S²	0.771

Geometry as ORCA input:
```
! RIJCOSX wB97M-V def2-TZVPD def2/J DEFGRID3
* xyz 1 2
C 0.8482 0.0683 0.8476
C 0.3968 0.1104 -1.5182
C 2.6501 -0.1920 -0.8120
C -0.0814 0.4002 -0.2288
C -3.3218 0.3233 -0.4777
C 0.5104 0.0822 2.2811
C 2.1965 -0.2118 0.4801
C 1.7150 -0.1050 -1.8874
C -3.0609 -0.5704 0.7324
H -2.8961 1.3374 -0.3656
H -4.0193 -0.8172 0.9666
H -4.3492 0.6150 -0.5509
H -0.5769 0.2238 2.3502
H 2.8573 -0.3708 1.3515
H 3.7008 -0.0005 -1.0081
H 1.0552 -0.5509 2.8570
H 0.7561 1.1772 2.4514
H -1.0688 0.8354 -0.0577
H 1.8744 -0.4861 -2.8877
H -3.1373 -0.1477 -1.4547
H -2.5765 -0.0250 1.6410
H -2.4004 -1.4015 0.5009
H -0.3363 0.1797 -2.2968
*
```


(x) is favored, and the nearest alternative lies 1.516 eV above it.